[1]
C7H13OP | wB97M-V/def2-TZVPD

The geometry in ORCA input format:
```
! RIJCOSX wB97M-V def2-TZVPD def2/J DEFGRID3
* xyz 0 1
C -1.519 -1.301 1.115
C -0.357 -1.897 0.789
C -1.820 0.052 0.339
C -0.668 0.506 -0.493
C -1.108 0.602 -1.961
C 0.000 1.733 0.063
C 3.479 -0.406 1.289
O 0.867 -1.613 -1.685
P 0.549 -0.894 -0.443
H -2.291 -1.621 1.719
H 0.096 -2.825 1.295
H -2.663 -0.049 -0.404
H -2.202 0.717 1.051
H -1.549 -0.328 -2.466
H -0.109 0.831 -2.311
H -1.785 1.397 -2.358
H 1.125 1.569 0.145
H -0.435 1.957 1.089
H -0.114 2.641 -0.625
H 3.447 0.766 1.356
H 3.035 -0.976 2.060
H 4.020 -0.861 0.435
*
```

Summary:
Kohn-Sham gap (alpha / beta)	8.085 / 8.167	eV
highest occupied orbital energy (alpha / beta)	-0.28960 / -0.32301	Ha
calculated total energy	-690.95489	hartree
relative energy (zero: lowest compared OMol25 entry of this formula, charge and spin)	3.651	eV
LUMO level (alpha / beta)	0.0075 / -0.0229	hartree


[2]
C7H14 | wB97M-V/def2-TZVPD

The geometry in ORCA input format:
```
! RIJCOSX wB97M-V def2-TZVPD def2/J DEFGRID3
* xyz 0 1
C -0.106 -0.032 3.133
C 0.688 0.222 1.860
C -0.540 -0.323 0.734
C -0.177 -0.497 -0.731
C 0.863 0.224 -1.287
C 1.066 0.622 -2.765
C -1.386 -0.871 -1.416
H -1.190 0.103 3.097
H 0.055 -1.027 3.212
H 0.321 0.386 4.023
H 0.877 1.404 1.663
H 1.529 -0.387 1.619
H -0.958 -1.305 1.121
H -0.901 0.793 0.803
H 1.838 0.615 -0.716
H 0.275 1.317 -3.175
H 1.917 1.403 -2.880
H 1.130 -0.259 -3.479
H -1.593 0.025 -2.111
H -1.459 -1.771 -1.980
H -2.250 -0.642 -0.725
*
```

Summary:
Kohn-Sham gap	9.442	eV
SMILES	C/C=C(\C)CCC
highest occupied orbital energy	-0.31102	Ha
calculated total energy	-274.96538	hartree
relative energy (zero: lowest compared OMol25 entry of this formula, charge and spin)	4.105	eV
LUMO level	0.0360	hartree